Formula: C47H50CuNPSb
Source: the OMol25 dataset
Level of theory: ωB97M-V with the def2-TZVPD basis set

The geometry in XYZ format:
```
101
Properties=species:S:1:pos:R:3:mulliken_charge:R:1
Cu -0.366 0.205 0.305 0.5523
C -1.790 -3.766 -3.315 -1.4112
C -1.979 -3.955 -1.832 1.1413
C -2.615 -5.107 -1.378 -0.9022
C -2.827 -5.340 -0.028 -0.8447
C -2.404 -4.414 0.912 -0.9249
C -1.782 -3.255 0.482 -0.1926
C -1.556 -3.017 -0.874 0.6791
P -0.701 -1.458 -1.230 2.1847
C -1.357 -0.732 -2.757 1.1084
C -0.521 -0.476 -3.841 -0.6340
C -1.002 0.179 -4.965 -0.8991
C -2.329 0.577 -5.010 -0.8716
C -3.163 0.328 -3.929 -0.6259
C -2.697 -0.316 -2.787 0.2649
C -3.633 -0.581 -1.640 -1.2604
C 1.043 -1.869 -1.530 0.1365
C 1.504 -3.146 -1.807 -0.8214
C 2.867 -3.422 -1.785 -0.8440
C 3.772 -2.421 -1.458 -0.7190
C 3.324 -1.146 -1.158 -0.8372
C 1.957 -0.839 -1.211 1.5957
C 1.488 0.493 -0.896 -1.6246
H -1.873 -4.723 -3.829 0.5546
H -0.822 -3.332 -3.560 0.2309
H -2.550 -3.099 -3.728 0.2492
H -2.945 -5.841 -2.104 0.4832
H -3.324 -6.248 0.288 0.4112
H -2.555 -4.584 1.970 0.5179
H -1.457 -2.524 1.212 -0.4613
H 0.512 -0.804 -3.817 0.4425
H -0.344 0.366 -5.803 0.4836
H -2.718 1.077 -5.888 0.4225
H -4.203 0.632 -3.972 0.5183
H -4.535 0.024 -1.727 0.4915
H -3.162 -0.357 -0.678 -0.1341
H -3.937 -1.631 -1.608 0.3560
H 0.800 -3.947 -1.996 0.3118
H 3.216 -4.424 -1.998 0.4485
H 4.832 -2.638 -1.423 0.4160
H 4.030 -0.370 -0.889 0.4686
H 0.772 0.971 -1.564 0.1797
H 2.189 1.163 -0.412 0.5287
C -1.096 0.557 6.113 -1.1040
C -2.171 0.771 5.080 0.6010
C -3.429 1.207 5.489 -0.7910
C -4.456 1.419 4.582 -0.6990
C -4.244 1.194 3.231 -1.0406
C -2.996 0.766 2.805 -0.6775
C -1.957 0.553 3.711 0.6132
Sb -0.137 -0.104 2.832 0.7062
C 1.381 0.776 4.018 0.9365
C 2.197 -0.021 4.812 -0.1998
C 3.198 0.549 5.584 -0.7996
C 3.380 1.923 5.560 -0.7911
C 2.568 2.719 4.766 -0.8848
C 1.562 2.163 3.981 0.4664
C 0.681 3.047 3.137 -1.1311
C -0.091 -2.130 3.471 1.2284
C -1.107 -2.621 4.289 -0.7572
C -1.138 -3.960 4.652 -1.0126
C -0.151 -4.817 4.188 -0.7992
C 0.856 -4.334 3.366 -0.8314
C 0.902 -2.995 2.992 0.7666
C 1.984 -2.506 2.067 -1.5067
H -1.532 0.477 7.108 0.5042
H -0.385 1.386 6.123 0.2476
H -0.525 -0.352 5.919 0.1116
H -3.606 1.376 6.544 0.4432
H -5.424 1.752 4.935 0.4126
H -5.043 1.342 2.516 0.4859
H -2.830 0.594 1.746 -0.0115
H 2.043 -1.095 4.845 0.3633
H 3.827 -0.077 6.205 0.4530
H 4.155 2.378 6.163 0.3970
H 2.715 3.792 4.754 0.4282
H 0.978 4.091 3.222 0.4675
H -0.366 2.972 3.443 0.2223
H 0.733 2.767 2.080 0.0283
H -1.888 -1.958 4.644 0.3331
H -1.927 -4.327 5.295 0.4534
H -0.163 -5.862 4.468 0.4095
H 1.624 -5.008 3.004 0.4291
H 2.752 -3.265 1.919 0.5892
H 2.476 -1.609 2.452 0.1495
H 1.569 -2.260 1.085 0.1216
C -2.647 5.084 -0.232 -1.7609
C -2.732 3.918 -1.224 2.1482
C -2.068 4.278 -2.561 -1.5168
C -4.191 3.491 -1.445 -1.3119
C -2.012 2.771 -0.661 -0.5521
N -1.465 1.858 -0.236 0.2790
H -3.181 5.939 -0.647 0.4359
H -1.612 5.377 -0.057 0.3879
H -3.104 4.822 0.723 0.3702
H -2.606 5.115 -3.007 0.4308
H -2.099 3.436 -3.253 0.2554
H -1.029 4.577 -2.417 0.3927
H -4.745 4.332 -1.864 0.4606
H -4.664 3.201 -0.506 0.3179
H -4.249 2.657 -2.145 0.1630
```

2S+1: 2
Energy relative to the best compared isomer or geometry (same formula, charge and spin): 0.0000 eV
Total charge: +1
Orbital gap (spin up / spin down): 0.3219 / 0.2406 hartree

=====

Formula: C5H5IO
Source: the OMol25 dataset
Level of theory: ωB97M-V with the def2-TZVPD basis set

The geometry in XYZ format:
```
12
Properties=species:S:1:pos:R:3:mulliken_charge:R:1
C 0.407 -2.797 0.478 0.1816
C 0.271 -0.519 0.051 -0.2237
C 0.544 0.545 0.988 -0.3392
C 0.269 1.166 -0.435 -0.5335
C -0.760 0.006 -0.737 -0.3824
O 0.818 -3.521 -0.295 -0.1849
I -2.785 0.652 0.022 -0.0652
H -0.223 0.885 1.684 0.2042
H 1.539 0.582 1.413 0.2502
H -0.254 2.110 -0.334 0.3902
H 1.118 1.265 -1.104 0.2524
H -0.944 -0.374 -1.731 0.4504
```

Energy relative to the best compared isomer or geometry (same formula, charge and spin): 3.2412 eV
Total charge: 0
Orbital gap: 0.2886 hartree

=====

Formula: C3H4N2O2
Source: the OMol25 dataset
Level of theory: ωB97M-V with the def2-TZVPD basis set

The geometry in XYZ format:
```
11
Properties=species:S:1:pos:R:3:mulliken_charge:R:1
C 1.558 0.040 -0.244 -0.7746
N 0.226 -0.112 0.285 0.4577
N -0.372 1.049 0.711 -0.6645
C -1.606 0.836 0.483 0.0007
O -1.915 -0.419 0.082 -0.3161
C -0.689 -1.062 -0.084 0.5799
O -0.541 -2.196 -0.449 -0.5618
H 1.635 0.989 -0.791 0.2769
H 2.253 0.043 0.592 0.2482
H 1.747 -0.789 -0.925 0.3728
H -2.315 1.625 0.328 0.3809
```

SMILES string: Cn1ncoc1=O
Energy relative to the best compared isomer or geometry (same formula, charge and spin): 1.9968 eV
Total charge: 0
Orbital gap: 0.3822 hartree

=====

Formula: C2H4N2S2
Source: the OMol25 dataset
Level of theory: ωB97M-V with the def2-TZVPD basis set

The geometry in XYZ format:
```
10
Properties=species:S:1:pos:R:3:mulliken_charge:R:1
C 0.002 0.026 -0.435 0.3023
C 0.117 -0.192 1.003 0.2115
H 1.987 -0.207 -0.950 0.3046
H 0.780 0.969 -1.973 0.3651
H -1.671 0.149 -1.775 0.2380
H -0.956 -0.392 2.932 0.1427
N 1.038 -0.141 -1.424 -0.5520
N -1.315 0.280 -0.721 -0.6229
S -1.507 -0.660 1.642 -0.1127
S 1.525 0.167 1.700 -0.2766
```

SMILES string: [H]/N=C(\N)C(=S)S
Energy relative to the best compared isomer or geometry (same formula, charge and spin): 3.2781 eV
Total charge: 0
Orbital gap: 0.2902 hartree